1.
Density functional theory data (the ωB97M-V functional and the def2-TZVPD basis) for an isolated molecule of C2H3N3OS.

Bonds (Å) are listed after each position.
Cartesian coordinates (Å):
1 H -0.5923 2.2245 0.0549  N2 0.969
2 N 0.2332 1.7555 -0.1368  H1 0.969, C3 1.283
3 C -0.1119 0.5199 -0.1471  N2 1.283, C4 1.411, N7 1.342
4 C -1.3892 -0.0795 -0.1593  C3 1.411, N5 1.333, H9 1.049
5 N -1.3240 -1.4094 -0.0973  C4 1.333, O6 1.358
6 O -0.0048 -1.7302 -0.1428  N5 1.358, N7 1.513
7 N 0.7934 -0.4565 -0.3139  C3 1.342, O6 1.513, S8 1.600
8 S 2.3898 -0.4688 -0.2012  N7 1.600, H10 1.515
9 H -2.3633 0.3107 -0.1570  C4 1.049
10 H 2.3691 -0.6663 1.3005  S8 1.515

Computed properties:
highest occupied orbital energy	-9.15	eV
F_max	4.720	eV/A
SMILES string	[H]/N=c1\cnon1S
energy above the lowest of the compared OMol25 structures with the same formula, charge and spin	4.063	eV
LUMO energy	-0.09	eV

Atom charges from the Löwdin analysis, given in e for atoms 1 to 4: atom 1 (H): 0.0085, atom 2 (N): 0.1414, atom 3 (C): -0.5306, atom 4 (C): -0.0371

2.
Density functional theory data (the ωB97M-V functional and the def2-TZVPD basis) for an isolated molecule of C3H3BrO2S.

Bonds (Å) are listed after each position.
Cartesian coordinates (Å):
1 C -0.7509 -0.2025 0.5021  C2 1.316, C3 1.731, H8 1.156
2 C -1.7288 0.2742 -0.2376  C1 1.316, Br7 1.863, H9 1.016
3 C 0.7547 0.6328 0.3213  C1 1.731, S6 1.713, H10 1.120
4 O 3.3854 0.1212 -0.3219  S6 1.492
5 O 1.7006 -1.7495 0.0399  S6 1.456
6 S 1.9765 -0.3708 -0.3374  C3 1.713, O4 1.492, O5 1.456
7 Br -3.5118 -0.2489 -0.1027  C2 1.863
8 H -0.9838 -0.9437 1.3583  C1 1.156
9 H -1.6356 0.8364 -1.0784  C2 1.016
10 H 0.7937 1.6508 -0.1437  C3 1.120

Computed properties:
highest occupied orbital energy (alpha / beta)	-8.65 / -10.35	eV
F_max	4.484	eV/A
multiplicity	3
<S²>	2.014
energy above the lowest of the compared OMol25 structures with the same formula, charge and spin	0.382	eV
LUMO energy (alpha / beta)	0.53 / -3.16	eV

Atom charges from the Löwdin analysis, given in e for atoms 1 to 4: atom 1 (C): -0.1646, atom 2 (C): -0.6645, atom 3 (C): -0.1354, atom 4 (O): -0.3731